(1)
{"formula": "C12H32BClN2O10P2", "method": "wB97M-V/def2-TZVPD", "total_charge": 0, "homo_ev": -8.735, "smiles": "CNCB(CCCCl)CON=O.COP(=O)(OC)OC.COP(=O)(OC)OC", "orbital_gap_ha": 0.202, "species": ["Cl", "P", "P", "O", "O", "O", "O", "O", "O", "O", "O", "O", "O", "N", "N", "C", "C", "C", "C", "C", "C", "C", "C", "C", "C", "C", "C", "B", "H", "H", "H", "H", "H", "H", "H", "H", "H", "H", "H", "H", "H", "H", "H", "H", "H", "H", "H", "H", "H", "H", "H", "H", "H", "H", "H", "H", "H", "H", "H", "H"], "coordinates": [[2.331725, -1.973491, 3.265685], [-1.952989, -2.124739, -4.029681], [3.350039, 2.485423, 1.125020], [2.093942, 3.321283, 0.838897], [-3.171828, -1.230297, -4.870741], [2.398303, 1.529437, 2.208045], [-2.103229, -1.248644, -2.777407], [-4.497658, -2.375567, 1.161453], [4.135916, 3.145190, 2.423027], [4.301820, 3.441490, 0.041954], [-0.781428, -1.465835, -4.994568], [-4.844846, -3.855708, 2.599933], [-0.734196, -3.019105, -3.188662], [-1.809303, 0.639694, 2.545818], [-4.473747, -2.679304, 2.487789], [-2.333175, -0.017556, 1.288161], [-0.539156, -2.290177, 1.556770], [-1.045718, -0.856015, -6.241659], [-2.276189, -0.052911, 3.810356], [3.765024, 4.613346, -0.550280], [5.382213, 3.804937, 2.331169], [-3.724413, -0.052737, -4.304930], [1.962749, 2.083798, 3.437555], [0.719129, -1.482164, 0.852947], [0.524369, -2.420809, -2.930255], [2.198934, -2.034835, 1.382254], [-3.175377, -2.647752, 0.575821], [-1.990347, -1.622559, 1.146341], [1.142328, -2.452919, -3.833664], [-3.128314, -2.570655, -0.594582], [2.383491, -3.158242, 1.027993], [-2.818775, -3.739113, 0.876566], [1.589992, 3.102658, 3.313095], [-0.494952, -2.324075, 2.726566], [3.070973, -1.346329, 0.978627], [-2.293113, 1.584099, 2.572671], [0.419501, -1.391662, -2.580438], [-2.940907, 0.681332, -4.096448], [-0.568692, -3.413098, 1.158811], [2.782759, 2.066210, 4.163039], [-0.103501, -0.786595, -6.794372], [5.810296, 3.867747, 3.336598], [3.432974, 5.318057, 0.217396], [-3.487368, 0.223584, 1.109781], [4.557661, 5.092999, -1.131280], [-2.525218, 0.819399, 4.586739], [-1.775022, 0.518425, 0.378945], [1.031561, -3.005811, -2.159408], [-4.292019, -0.290849, -3.401731], [0.610879, -0.306998, 0.976567], [0.675031, -1.772096, -0.302295], [-1.375225, -0.641539, 4.277278], [2.949186, 4.359608, -1.231946], [6.083684, 3.251881, 1.700450], [5.236151, 4.821379, 1.962285], [-3.264247, -0.670862, 3.700677], [-1.743516, -1.449449, -6.838862], [-4.412455, 0.383208, -5.034621], [1.157466, 1.458747, 3.830624], [-1.421172, 0.156568, -6.085872]], "atomic_forces_ev_per_a": [[-0.2, -0.1, -1.8], [3.7, 7.6, 3.7], [-4.6, 7.1, 3.5], [0.4, -1.2, -1.2], [0.1, -2.6, -1.4], [1.3, -1.8, -1.9], [-1.2, -1.3, -0.1], [0.7, 0.6, -2.0], [0.6, -1.5, -0.6], [1.5, -2.5, 0.1], [-0.7, -1.6, -0.4], [1.2, 4.1, 0.6], [-1.9, -2.0, -1.0], [-2.0, 0.4, 0.1], [-1.5, -5.0, 0.4], [-0.3, 0.6, -1.1], [-0.1, -0.3, -0.8], [0.1, 0.3, -0.7], [0.0, 1.0, 1.3], [-0.4, -0.1, -0.6], [0.6, 0.3, 0.2], [-0.6, 0.0, 0.5], [0.7, -0.1, 0.9], [0.3, -0.7, 0.1], [0.7, -0.1, -0.9], [-0.3, 0.3, -1.1], [2.6, -0.7, 0.1], [-0.1, 0.2, 0.2], [0.0, 0.2, 0.2], [-0.8, -0.1, 2.2], [-0.5, 2.5, 1.0], [-1.1, 1.9, -0.8], [0.2, 0.0, -0.3], [0.2, 0.1, -2.1], [-1.9, -1.5, 0.9], [1.1, -1.5, -0.1], [-0.2, 0.0, -0.2], [0.1, -0.3, 0.2], [0.4, 2.2, 1.0], [-0.2, 0.1, 0.0], [0.0, -0.1, 0.3], [-0.2, -0.1, 0.0], [-0.2, -0.3, 0.0], [2.2, -0.7, 0.4], [0.2, -0.4, 0.1], [0.6, -2.0, -1.5], [-1.1, -1.2, 1.7], [-0.3, -0.2, -0.1], [0.2, 0.3, 0.0], [0.4, -2.6, -0.1], [0.2, 0.8, 2.5], [-2.0, 0.7, -0.9], [0.0, 0.3, 0.2], [-0.1, 0.3, 0.1], [0.2, -0.1, -0.1], [2.0, 0.9, 0.1], [0.1, 0.3, 0.1], [0.0, -0.4, -0.2], [0.1, -0.2, -0.4], [-0.2, -0.1, -0.1]], "lowdin_charge": [0.420, 0.809, 0.796, -0.262, -0.334, -0.331, -0.275, -0.176, -0.276, -0.344, -0.274, 0.042, -0.306, -0.165, -0.016, -0.185, -0.145, -0.112, -0.155, -0.144, -0.116, -0.136, -0.138, -0.225, -0.152, -0.517, -0.108, -0.240, 0.086, 0.133, 0.094, 0.123, 0.087, 0.095, 0.073, 0.105, 0.082, 0.093, 0.116, 0.085, 0.093, 0.092, 0.092, 0.124, 0.090, 0.097, 0.135, 0.084, 0.088, 0.119, 0.095, 0.085, 0.086, 0.090, 0.086, 0.079, 0.092, 0.093, 0.083, 0.088]}



(2)
{"formula": "C12H32CdIO4", "method": "wB97M-V/def2-TZVPD", "total_charge": 1, "de_lowest_kcal_mol": 135.7, "homo_ev": -12.599, "orbital_gap_ha": 0.195, "species": ["I", "Cd", "O", "O", "O", "O", "C", "C", "C", "C", "C", "C", "C", "C", "C", "C", "C", "C", "H", "H", "H", "H", "H", "H", "H", "H", "H", "H", "H", "H", "H", "H", "H", "H", "H", "H", "H", "H", "H", "H", "H", "H", "H", "H", "H", "H", "H", "H", "H", "H"], "coordinates": [[1.444916, 3.535958, 1.120030], [0.035496, 0.492038, -0.202780], [-1.920864, -0.113052, 2.489570], [2.319516, -1.812232, 1.392900], [-2.699444, 1.896658, -1.544230], [1.813986, 0.668978, -3.114680], [-4.934644, 2.333288, -0.705540], [2.965846, -2.954112, 1.039590], [3.988106, 0.504158, -3.854350], [2.108346, -0.331502, -5.324790], [-2.767384, 0.716228, 4.754050], [-2.083764, -1.689722, 4.147420], [2.586166, -4.065212, 2.011200], [-1.812744, -0.252332, 3.928510], [4.382486, -2.581552, 0.735510], [-3.520504, 2.888648, -0.814890], [2.677736, -0.258622, -3.896860], [-3.482924, 4.176758, -1.735040], [2.206076, 0.579198, -5.915690], [4.936496, -2.399482, 1.656400], [3.080806, -4.026862, 2.981750], [2.816616, -1.571852, 2.178200], [2.887696, -4.994142, 1.527200], [-4.088304, 4.967338, -1.291650], [1.023156, -0.428312, -5.291790], [4.891516, -0.025962, -4.155880], [2.546846, -3.347192, 0.113290], [4.570146, -1.630202, 0.237690], [-3.802414, 0.375638, 4.725580], [1.934656, 1.451338, -3.657780], [2.630286, -1.246382, -3.438420], [4.954236, -3.370242, 0.246460], [-3.120714, 3.046808, 0.186740], [-4.921124, 1.295918, -0.371200], [-2.451524, 4.517538, -1.825470], [-2.841314, -0.332562, 2.327750], [-3.799114, 3.982828, -2.759980], [-0.798144, 0.122108, 4.064520], [-5.494224, 2.399548, -1.638570], [-2.428004, 0.609338, 5.784350], [-2.655234, 1.750698, 4.429430], [2.383016, -1.203352, -5.918530], [-3.178004, 1.610098, -2.325540], [4.159016, 0.756428, -2.807810], [1.496886, -4.104542, 2.008110], [3.903906, 1.495148, -4.300390], [-3.010384, -2.048482, 3.699340], [-2.148374, -1.874302, 5.219740], [-1.274874, -2.336992, 3.808570], [-5.509914, 2.826528, 0.077970]], "atomic_forces_ev_per_a": [[-0.8, -1.7, -0.7], [0.6, 1.8, 0.7], [-0.3, 0.9, -0.5], [-1.6, 2.4, 0.7], [0.6, 0.1, 1.4], [-0.2, -1.3, -0.3], [-0.1, -0.1, 0.6], [0.1, -2.0, -1.7], [0.9, -0.6, 1.3], [-1.1, -0.3, 0.1], [1.1, -1.3, -0.8], [0.7, -1.2, 1.8], [1.0, -0.6, -0.9], [-0.7, 1.7, -0.7], [1.9, -0.6, 0.9], [-0.7, 0.3, -2.7], [-0.6, 1.6, -1.0], [0.5, -0.6, 1.4], [0.7, 0.1, 0.1], [0.0, -0.2, 0.5], [-0.4, 0.2, 0.2], [-0.4, 0.8, 0.4], [0.2, -0.3, 0.2], [0.0, 0.1, -0.1], [-0.2, -0.2, 0.4], [-0.2, 0.0, -0.5], [-0.3, 0.5, -0.4], [-0.8, -0.2, -0.6], [-0.1, 0.1, -0.2], [-0.5, 0.6, 0.3], [0.3, 0.3, 0.3], [-0.1, 0.0, -0.2], [0.5, -0.1, -0.3], [0.2, -0.2, -0.2], [0.0, 0.1, 0.2], [-0.2, 0.0, -0.5], [-0.4, -0.3, 0.2], [0.1, -0.6, 0.6], [0.1, 0.0, -0.1], [-0.1, 0.2, 0.1], [-0.1, -0.1, 0.0], [0.7, 0.1, 0.1], [-0.2, 0.1, -0.1], [0.1, -0.2, 0.2], [0.1, 0.2, 0.6], [0.0, -0.3, -0.7], [-0.1, 0.3, -0.1], [-0.2, -0.2, 0.1], [0.0, 0.1, -0.3], [0.0, 0.4, -0.1]], "lowdin_charge": [-0.165, 1.232, -0.156, -0.084, -0.163, -0.164, -0.071, -0.578, -0.067, -0.062, -0.028, -0.072, -0.037, -0.461, -0.052, -0.415, -0.419, -0.045, 0.082, 0.083, 0.087, 0.099, 0.083, 0.081, 0.072, 0.090, 0.131, 0.082, 0.077, 0.066, 0.135, 0.089, 0.130, 0.074, 0.071, 0.071, 0.078, 0.135, 0.085, 0.078, 0.075, 0.084, 0.077, 0.077, 0.083, 0.088, 0.092, 0.089, 0.082, 0.084]}



(3)
{"formula": "C12H32F16N6O12P2S4", "method": "wB97M-V/def2-TZVPD", "total_charge": 0, "homo_ev": -10.297, "orbital_gap_ha": 0.293, "species": ["S", "S", "S", "S", "P", "P", "F", "F", "F", "F", "F", "F", "F", "F", "F", "F", "F", "F", "F", "F", "F", "F", "O", "O", "O", "O", "O", "O", "O", "O", "O", "O", "O", "O", "N", "N", "N", "N", "N", "N", "C", "C", "C", "C", "C", "C", "C", "C", "C", "C", "C", "C", "H", "H", "H", "H", "H", "H", "H", "H", "H", "H", "H", "H", "H", "H", "H", "H", "H", "H", "H", "H", "H", "H", "H", "H", "H", "H", "H", "H", "H", "H", "H", "H"], "coordinates": [[1.272173, -0.777119, 0.770796], [-4.297584, 2.280145, 1.689378], [-0.950337, -1.345151, -0.291618], [-3.271506, 3.329243, 3.749845], [4.524244, 3.087464, 2.133802], [-4.359101, -4.668864, 1.171610], [3.420459, 4.116527, 2.650405], [-5.086673, -3.538359, 2.080750], [1.643038, 0.297362, 1.857693], [-4.950802, -5.843462, 2.094111], [3.742474, 1.888242, 2.920800], [-5.625648, -4.741155, 0.166006], [5.486430, 3.371226, 3.370722], [-2.411844, -0.722779, -0.313279], [3.610027, 2.711290, 0.810219], [-3.744178, -3.431416, 0.300875], [-4.387470, 0.794045, 1.130379], [5.568686, 1.923654, 1.613973], [-3.019959, -4.648947, 2.092336], [-1.717699, 3.404690, 4.119015], [-3.632718, -5.762290, 0.189364], [5.291064, 4.214478, 1.287112], [-3.516893, 4.564609, 3.107072], [-0.221794, -1.377049, 4.723335], [-4.092999, 3.112495, 0.544936], [-1.196350, -2.633117, 0.235009], [-0.454482, 4.231322, -0.567301], [4.718584, -2.069242, -2.762088], [-0.520438, -1.251969, -1.655658], [-5.531065, 2.382970, 2.390000], [2.083857, -0.368632, -0.325508], [1.088084, -1.101176, -5.743583], [1.413063, -2.031341, 1.385411], [-3.873747, 2.973137, 4.973720], [-2.973590, 2.124133, 2.578466], [-1.719349, -0.418667, 3.288633], [-0.771617, 2.470657, 0.881228], [5.982131, -0.412444, -1.812318], [-0.137956, -3.045946, -5.538814], [-0.348328, -0.276437, 0.713134], [-1.490786, 0.391828, 5.670425], [4.427135, 0.112067, -3.707795], [-1.508010, 2.317994, -1.507602], [5.054009, -0.944944, -2.875857], [-2.659490, -1.614318, 3.024799], [0.514006, -1.926401, -6.351742], [-0.896836, 3.139993, -0.424469], [-0.940126, -0.451551, 4.554125], [0.218302, -1.941955, -7.806797], [-0.853198, -2.597667, -4.289151], [5.211116, 0.140342, -0.667118], [0.221695, 3.106464, 1.791237], [0.754237, -1.176429, -8.359085], [-1.157339, -0.127391, 2.459411], [-2.185718, -0.219668, 6.245176], [3.343877, 0.180232, -3.627401], [-1.989527, -2.403252, 2.687012], [-1.867087, -2.316724, -4.552704], [0.148095, 2.629713, 2.760009], [-2.486173, 1.974916, -1.146759], [-0.675769, 0.644855, 6.346206], [1.226182, 3.010464, 1.384353], [6.603722, -1.159518, -1.476154], [5.874157, 0.326417, 0.181634], [4.959461, 1.187336, -0.854091], [-3.176776, -1.393619, 2.093115], [-1.958341, 1.297912, 5.301007], [-0.515123, 1.449029, 0.757472], [-0.286845, -1.824669, -3.785167], [4.621102, 0.000707, -4.776632], [6.712871, 0.236237, -2.128685], [-0.884193, 1.494871, -1.841867], [0.413996, -2.908657, -8.271372], [-0.911713, -3.465295, -3.634748], [-0.838253, -1.660250, -7.902182], [4.844494, 1.081845, -3.428149], [-1.666808, 2.422949, 1.450306], [-1.806106, 3.018920, -2.284792], [-3.193798, -1.719611, 3.955285], [-2.330999, 0.433390, 3.164364], [-0.840014, -3.530181, -6.105090], [4.347555, -0.467700, -0.430566], [0.617072, -3.723140, -5.388785], [-0.024240, 4.162338, 1.788853]], "atomic_forces_ev_per_a": [[-0.1, 2.7, 1.9], [-2.1, -1.3, -2.1], [-4.1, -1.1, -0.8], [2.8, 0.2, -0.4], [-0.2, -1.3, 0.0], [0.3, -0.3, -0.9], [-0.1, 0.3, -0.2], [0.0, -0.2, 0.4], [-0.1, -0.2, 0.1], [-0.2, 0.1, -0.1], [0.1, 0.3, 0.2], [-0.2, 0.2, 0.4], [-0.1, 0.0, 0.3], [0.3, 0.5, -0.1], [-0.1, 0.4, -0.2], [0.1, -0.2, -0.3], [0.7, 0.3, -0.1], [0.5, 0.1, -0.3], [-0.1, 0.3, 0.2], [-0.1, -0.1, 0.2], [0.1, 0.3, 0.3], [-0.1, -0.1, -0.3], [-0.6, 0.2, 0.0], [0.9, 0.1, -0.5], [0.5, -0.4, 0.1], [1.0, -0.2, 0.2], [0.0, 0.3, 0.3], [0.5, -0.6, -0.3], [0.6, 0.4, -0.2], [0.4, 0.5, 0.6], [-0.3, -0.4, -0.7], [0.5, 0.1, 0.4], [0.2, -0.9, -0.1], [-0.5, -0.7, -0.1], [-1.4, 1.2, 1.8], [-1.2, 2.4, -1.6], [0.4, -0.8, 0.9], [2.0, -0.6, 0.1], [-0.4, -0.3, -0.8], [2.9, -1.0, -0.8], [0.7, 0.6, -0.4], [0.6, 1.2, -0.7], [-1.4, 0.6, 0.4], [-1.5, 0.2, 0.5], [2.2, 0.4, -1.0], [-0.3, 0.8, -0.3], [0.3, -0.1, -0.7], [-1.5, -1.3, 1.1], [-0.3, -0.1, -0.3], [0.3, -0.6, 0.6], [0.2, 1.7, 1.0], [0.3, 0.5, -0.6], [0.3, 0.0, 0.3], [0.6, -1.6, 0.2], [-0.2, 0.0, -0.2], [0.0, -0.4, 0.5], [-0.3, -0.6, 0.8], [0.1, 0.3, -0.1], [0.0, 0.1, 0.1], [0.3, -0.5, 0.1], [0.0, 0.0, 0.0], [0.0, -0.2, 0.0], [-0.8, -0.5, 0.0], [0.0, -0.7, 0.1], [-0.6, -0.3, -0.5], [-0.8, 0.3, 0.5], [-0.2, 0.0, 0.2], [-0.3, 0.6, -0.4], [-0.1, 0.1, -0.1], [0.2, -0.3, 0.1], [-0.7, 0.5, -0.3], [0.0, -0.1, 0.0], [-0.2, -0.1, 0.1], [0.0, 0.1, 0.1], [0.0, -0.4, -0.1], [-0.2, 0.0, -0.1], [0.0, 0.3, -0.6], [0.6, -0.1, -0.3], [-0.5, -0.5, -0.3], [0.0, -0.4, 1.2], [0.3, -0.1, -0.1], [0.0, -0.1, -0.1], [-0.2, 0.0, 0.5], [0.0, 0.1, 0.5]], "lowdin_charge": [0.526, 0.479, 0.457, 0.544, 0.142, 0.150, -0.140, -0.175, -0.156, -0.157, -0.185, -0.174, -0.136, -0.169, -0.210, -0.200, -0.169, -0.209, -0.177, -0.195, -0.194, -0.152, -0.235, 0.183, -0.258, -0.223, 0.175, 0.196, -0.297, -0.240, -0.274, 0.196, -0.207, -0.221, -0.329, 0.051, 0.051, 0.072, 0.088, -0.316, 0.041, 0.034, 0.027, -0.404, 0.062, -0.402, -0.418, -0.407, 0.030, 0.035, 0.014, 0.004, 0.105, 0.107, 0.112, 0.108, 0.086, 0.119, 0.090, 0.082, 0.104, 0.083, 0.189, 0.103, 0.107, 0.080, 0.043, 0.092, 0.070, 0.104, 0.190, 0.082, 0.103, 0.121, 0.118, 0.095, 0.095, 0.099, 0.114, 0.101, 0.174, 0.089, 0.193, 0.107]}